{"formula": "C18H32AlBrCaCl4F5MgN2O5", "method": "ωB97M-V with the def2-TZVPD basis set", "species": ["C", "C", "C", "C", "N", "C", "C", "C", "C", "C", "C", "C", "O", "Br", "H", "H", "H", "H", "H", "H", "H", "H", "H", "H", "H", "H", "H", "H", "H", "H", "H", "H", "H", "H", "H", "C", "C", "C", "C", "C", "C", "N", "O", "O", "H", "H", "H", "H", "H", "F", "Al", "F", "F", "F", "Ca", "O", "H", "H", "Cl", "C", "Cl", "Cl", "H", "H", "Cl", "Mg", "O", "H", "H", "F"], "xyz": [[2.16, -1.28, 3.43], [1.24, -0.25, 2.73], [1.05, -0.47, 1.20], [2.37, -0.89, 0.54], [-0.09, -1.39, 0.87], [0.09, -2.78, 1.39], [-0.87, -3.77, 0.74], [-2.30, -3.38, 1.23], [-2.53, -1.91, 0.83], [-1.44, -0.95, 1.36], [-1.87, 0.47, 0.94], [-1.99, 1.35, 2.19], [-2.87, 1.24, 2.97], [-0.59, 2.67, 2.50], [3.07, -0.80, 3.75], [2.32, -2.20, 2.88], [1.66, -1.58, 4.35], [1.68, 0.73, 2.80], [0.29, -0.19, 3.26], [0.87, 0.53, 0.80], [2.74, -1.84, 0.88], [3.11, -0.12, 0.71], [2.16, -0.91, -0.53], [-0.15, -1.49, -0.15], [-0.13, -2.75, 2.46], [1.11, -3.14, 1.27], [-0.81, -3.81, -0.34], [-0.60, -4.78, 1.22], [-3.05, -4.00, 0.76], [-2.36, -3.44, 2.31], [-3.49, -1.51, 1.12], [-2.48, -1.84, -0.27], [-1.47, -1.06, 2.44], [-1.21, 0.92, 0.19], [-2.87, 0.43, 0.51], [-0.79, 4.77, -0.46], [-1.37, 6.00, -0.21], [-1.36, 6.99, -1.21], [-0.76, 6.71, -2.43], [-0.18, 5.47, -2.66], [-0.20, 4.50, -1.67], [-0.76, 7.70, -3.51], [-1.25, 8.77, -3.29], [-0.26, 7.34, -4.57], [-0.74, 3.94, 0.23], [-1.84, 6.20, 0.74], [-1.81, 7.95, -1.02], [0.29, 5.24, -3.62], [0.24, 3.52, -1.84], [-1.18, -2.69, -3.95], [-0.16, -2.24, -2.67], [-1.14, -1.66, -1.35], [0.89, -0.98, -3.17], [0.74, -3.58, -2.13], [-1.13, 3.94, -4.00], [2.45, -3.91, -4.24], [2.44, -4.20, -5.16], [2.66, -4.71, -3.75], [-1.34, 1.61, -1.98], [5.03, -3.03, -2.35], [5.30, -4.61, -1.61], [6.58, -2.26, -2.84], [4.41, -3.15, -3.24], [4.53, -2.39, -1.64], [-1.86, -6.24, 1.66], [9.09, -1.49, -3.29], [-4.53, 3.62, 4.85], [-4.03, 3.07, 4.23], [-5.23, 3.05, 5.17], [-3.93, -7.00, 2.59]], "nbo_charge": [-0.63, -0.43, -0.03, -0.63, -0.41, -0.23, -0.34, -0.42, -0.43, -0.03, -0.55, 0.55, -0.50, -0.05, 0.23, 0.21, 0.22, 0.23, 0.21, 0.23, 0.22, 0.24, 0.24, 0.48, 0.21, 0.24, 0.27, 0.21, 0.25, 0.21, 0.23, 0.27, 0.22, 0.28, 0.27, -0.15, -0.14, -0.18, 0.10, -0.44, -0.26, 0.51, -0.28, -0.41, 0.27, 0.26, 0.28, 0.17, 0.28, -0.77, 2.17, -0.76, -0.78, -0.78, 1.85, -0.94, 0.47, 0.47, -0.85, -0.40, -0.03, -0.13, 0.26, 0.21, 0.20, 0.09, -0.94, 0.47, 0.47, -0.31], "e_tot_ha": -7224.7464, "lumo_energy_ha": -0.2418, "total_charge": 1}

{"formula": "C5H14", "method": "ωB97M-V with the def2-TZVPD basis set", "species": ["C", "C", "H", "H", "H", "H", "H", "H", "C", "C", "C", "H", "H", "H", "H", "H", "H", "H", "H"], "xyz": [[-2.57, 0.63, 2.07], [-1.20, 0.15, 1.64], [-3.12, -0.25, 2.43], [-2.45, 1.45, 2.77], [-3.25, 1.05, 1.32], [-0.53, 0.08, 2.50], [-1.30, -0.75, 1.05], [-0.73, 0.91, 1.02], [1.79, -0.64, -1.14], [1.63, 0.77, -0.63], [0.80, -1.11, -2.18], [2.80, -0.67, -1.58], [1.73, -1.39, -0.34], [1.46, 1.39, -1.52], [0.96, -0.65, -3.17], [1.01, -2.16, -2.45], [-0.21, -0.91, -1.81], [0.79, 0.79, 0.08], [2.39, 1.31, -0.06]], "nbo_charge": [-0.61, -0.61, 0.20, 0.20, 0.20, 0.21, 0.20, 0.20, -0.40, -0.62, -0.61, 0.19, 0.19, 0.20, 0.20, 0.21, 0.20, 0.20, 0.22], "relative_energy_ev": 0.613, "smiles": "CCC.CC", "e_tot_ha": -198.8666, "lumo_energy_ha": 0.0411}

{"formula": "C7H16O", "method": "ωB97M-V with the def2-TZVPD basis set", "species": ["C", "C", "C", "C", "C", "C", "C", "H", "H", "H", "H", "H", "H", "H", "H", "H", "H", "H", "H", "H", "H", "H", "H", "O"], "xyz": [[-1.82, 2.06, -0.47], [-1.52, 1.00, 0.60], [-0.09, 0.47, 0.71], [0.35, -0.45, -0.48], [1.51, -1.78, 0.54], [1.83, -0.66, -0.27], [2.85, 0.52, -0.45], [-2.72, 2.74, -0.47], [-0.95, 2.75, -0.41], [-1.59, 1.72, -1.48], [-1.82, 1.46, 1.55], [-2.24, 0.16, 0.65], [0.42, 1.50, 0.80], [-0.01, -0.30, 1.47], [0.11, 0.12, -1.37], [-0.39, -1.27, -0.47], [2.22, -2.30, 1.24], [2.30, -1.66, -0.60], [3.30, 0.42, -1.48], [3.53, 0.52, 0.39], [2.41, 1.54, -0.49], [-1.75, -2.75, 0.33], [-3.30, -3.17, 0.25], [-2.62, -2.64, -0.09]], "nbo_charge": [-0.62, -0.41, -0.40, -0.40, -0.32, -0.22, -0.64, 0.22, 0.19, 0.21, 0.20, 0.21, 0.20, 0.22, 0.17, 0.24, 0.14, 0.32, 0.23, 0.23, 0.24, 0.49, 0.48, -0.96], "relative_energy_ev": 7.104, "e_tot_ha": -351.2929, "lumo_energy_ha": 0.0258}

Computed values of strongest force on any atom (unit: eV Å⁻¹) for the preceding records, in sequence: 4.28 1.61 5.28.